# 1
This record from OMol25 describes C20H16ClO5PdS4 as an isolated structure. The level of theory is the ωB97M-V functional and the def2-TZVPD basis.

The geometry in XYZ format:
```
47
C20H16ClO5PdS4 | OMol25 | the ωB97M-V functional and the def2-TZVPD basis
Pd 0.66504 -0.06501 -0.49151
O 1.02606 -0.40179 -4.29971
S 1.15965 -0.31780 -2.88169
O 2.36464 -0.88118 -2.26041
O -0.02117 -1.01275 -2.14780
O 1.00336 1.08548 -2.29412
C -1.15028 0.88487 -0.30910
C -1.00727 2.26792 0.17594
C -1.24174 2.57544 1.51701
C -1.15977 3.88367 1.95940
C -0.82774 4.89822 1.06952
C -0.57989 4.59968 -0.26348
C -0.66973 3.29166 -0.71035
H -1.47225 0.79403 -1.34328
H -1.69693 0.21569 0.34787
H -1.46596 1.77177 2.20804
H -1.34149 4.11430 3.00154
H -0.75493 5.92130 1.41772
H -0.30953 5.38879 -0.95370
H -0.45394 3.03875 -1.74088
O -0.06651 -1.26011 0.89015
C 0.48397 -2.54058 1.09065
C -0.20089 -3.01836 2.36534
C -0.20227 -4.26206 2.92094
C -0.92546 -4.31527 4.14173
C -1.45887 -3.10650 4.47619
S -1.08493 -1.90258 3.31855
C 0.06475 -3.46536 -0.04536
C -1.23330 -3.69592 -0.39507
C -1.36469 -4.52047 -1.53763
C -0.15579 -4.91261 -2.03031
S 1.13415 -4.28306 -1.10907
C 1.98803 -2.49590 1.30414
C 2.95547 -2.21145 0.38412
C 4.24983 -2.10851 0.95870
C 4.23912 -2.30749 2.30394
S 2.66197 -2.61451 2.88259
H 0.29416 -5.10596 2.46182
H -1.04624 -5.20875 4.73807
H -2.05390 -2.86623 5.34290
H -2.06022 -3.26045 0.14874
H -2.30930 -4.79887 -1.98269
H 0.04289 -5.52923 -2.89191
H 2.75817 -2.02364 -0.66282
H 5.14115 -1.88435 0.39066
H 5.07769 -2.29429 2.98157
Cl 1.74454 1.09635 1.14688
```

The frontier orbital gap comes out at 7.55 eV. The HOMO energy is -0.21271 Eh. Its LUMO energy is 1.7620 eV. The total charge is -1.



# 2
This record from OMol25 describes C20H16CoN4O5 as an isolated structure. The level of theory is the ωB97M-V functional and the def2-TZVPD basis.

The geometry in XYZ format:
```
46
C20H16CoN4O5 | OMol25 | the ωB97M-V functional and the def2-TZVPD basis
Co 1.66987 -2.17743 0.74929
O 5.40513 -1.32863 0.48225
C 4.31935 -1.71935 0.84958
O 3.18395 -1.57920 0.15959
C 4.01171 -2.41731 2.12069
C 4.79960 -2.76220 3.19221
C 4.20701 -3.40417 4.28472
C 2.83024 -3.65543 4.29849
C 2.07645 -3.29395 3.20689
N 2.67605 -2.71548 2.12107
C 0.62382 -3.39400 2.91966
O -0.22070 -3.87929 3.63861
O 0.38782 -2.84471 1.72280
H 5.85351 -2.53710 3.17227
H 4.81506 -3.70156 5.12065
H 2.35823 -4.12628 5.14537
C -0.77629 5.44289 -0.24428
C -1.54706 4.27000 -0.76414
C -1.67970 3.10217 -0.02438
C -2.36881 2.00609 -0.51481
C -2.95043 2.06254 -1.77793
N -3.72430 1.03473 -2.34088
C -3.94913 -0.25454 -1.93992
O -5.00248 -0.81125 -2.15139
N -2.91389 -0.91130 -1.29083
C -1.55003 -0.83863 -1.51876
C -0.96308 -0.14308 -2.58205
C 0.41794 -0.20404 -2.69591
C 1.16778 -0.89938 -1.77367
N 0.61919 -1.55102 -0.72412
C -0.72418 -1.53457 -0.64244
C -2.83282 3.23659 -2.52046
C -2.14322 4.32003 -2.01947
H -0.72217 5.43051 0.84088
H -1.23166 6.37730 -0.56373
H 0.24143 5.41573 -0.63495
H -1.26046 3.05256 0.97006
H -2.47352 1.12957 0.10588
H -4.44069 1.35826 -2.98008
H -3.22804 -1.72939 -0.78283
H -1.55193 0.39517 -3.30485
H 0.90651 0.29873 -3.51515
H 2.24179 -0.94087 -1.86023
H -1.17201 -2.09651 0.16597
H -3.30188 3.29381 -3.49307
H -2.08396 5.22402 -2.60662
```

Its multiplicity is 2. The frontier orbital gap (spin up / spin down) comes out at 8.08 / 8.08 eV. The HOMO energy (spin up / spin down) is -0.32052 / -0.32025 Eh. Its LUMO energy (spin up / spin down) is -0.6379 / -0.6299 eV.



# 3
This record from OMol25 describes a 4-piece molecular cluster, C20H16F32O4 overall. The level of theory is the ωB97M-V functional and the def2-TZVPD basis.

The geometry in XYZ format:
```
72
C20H16F32O4 | OMol25 | the ωB97M-V functional and the def2-TZVPD basis
F -23.99257 0.19163 -1.69320
C -23.59443 -0.64015 -2.68723
F -23.42307 -1.88499 -2.10187
C -24.55661 -0.81354 -3.83374
F -24.64572 0.28989 -4.49206
F -25.78207 -1.01693 -3.22570
C -24.42780 -2.01401 -4.63416
O -23.11497 -2.00410 -5.16864
C -22.63520 -3.20633 -5.39590
F -22.71892 -3.97825 -4.21073
F -23.32697 -3.89655 -6.36554
C -21.13306 -3.27016 -5.72755
F -20.50095 -3.25207 -4.53425
F -21.01455 -4.46727 -6.31352
H -22.60492 -0.29808 -2.99334
H -25.03696 -1.74547 -5.49394
H -24.73214 -2.97373 -4.14704
H -20.61129 -2.56745 -6.37025
F -16.21910 0.96689 4.97478
C -16.29095 0.78927 3.65067
F -17.33487 0.05294 3.44018
C -16.32221 2.15899 2.94036
F -16.60935 1.88321 1.61507
F -14.99238 2.52957 2.91560
C -17.12188 3.30632 3.50034
O -18.47061 2.94900 3.11384
C -19.34830 3.88645 2.84275
F -19.26903 4.88991 3.80583
F -19.17804 4.53158 1.62926
C -20.79492 3.27625 2.84904
F -21.05468 2.69578 4.05244
F -21.68324 4.20657 2.58943
H -15.36463 0.27703 3.39299
H -16.89052 4.23114 3.08305
H -17.02461 3.42826 4.58293
H -20.78709 2.49807 2.02999
F -17.70954 3.34672 -3.29054
C -17.97133 2.50525 -2.28303
F -19.14903 2.77144 -1.71657
C -18.02964 1.02068 -2.76698
F -16.75542 0.77658 -3.12187
F -18.76307 0.83350 -3.82007
C -18.26750 -0.06590 -1.63621
O -19.65664 -0.03428 -1.14864
C -19.76386 -0.13799 0.21001
F -19.01078 -1.17278 0.74249
F -19.28358 0.92426 0.84373
C -21.15789 -0.40526 0.56031
F -21.30342 -0.51668 1.90692
F -21.87972 0.66314 0.11028
H -17.17344 2.65689 -1.51373
H -17.56289 0.18779 -0.91521
H -18.11890 -1.04000 -2.10874
H -21.51984 -1.33447 0.04402
F -22.65901 -1.20041 7.75877
C -23.22594 -0.75814 6.60790
F -22.51749 0.42206 6.21819
C -22.95629 -1.73820 5.39754
F -23.28072 -1.00386 4.29407
F -23.96316 -2.58976 5.54147
C -21.63543 -2.28635 5.23394
O -21.64580 -3.05379 4.11100
C -20.45446 -3.48993 3.69053
F -19.51741 -2.59043 3.80017
F -20.00876 -4.51026 4.41069
C -20.76537 -3.79800 2.19533
F -19.71568 -4.17752 1.44463
F -21.65691 -4.77864 2.26246
H -24.25674 -0.55818 6.64308
H -21.35665 -2.85307 6.12795
H -20.96183 -1.48553 5.31002
H -21.28195 -2.94495 1.73344
```

The frontier orbital gap comes out at 12.45 eV. The HOMO energy is -0.44229 Eh. Its LUMO energy is 0.4164 eV. Its SMILES is FC(F)C(F)(F)COC(F)(F)C(F)F.FC(F)C(F)(F)COC(F)(F)C(F)F.FC(F)C(F)(F)COC(F)(F)C(F)F.FC(F)C(F)(F)COC(F)(F)C(F)F.



# 4
This record from OMol25 describes a 2-piece molecular cluster, C20H16FN2 overall. The level of theory is the ωB97M-V functional and the def2-TZVPD basis.

The geometry in XYZ format:
```
39
C20H16FN2 | OMol25 | the ωB97M-V functional and the def2-TZVPD basis
C 0.29268 -1.18646 2.43449
N 0.77461 -2.34556 3.08302
N 0.55365 -3.46263 3.39825
C 1.41783 -0.23869 2.25707
C 1.29961 1.06736 2.74316
C 2.33965 1.97583 2.57017
C 3.52019 1.59259 1.91628
C 3.61330 0.29072 1.41239
C 2.55411 -0.61385 1.54143
H -0.55150 -0.76156 2.99112
H 0.36462 1.34534 3.24906
H 2.23500 2.98586 2.96093
H 4.35580 2.30102 1.80648
H 4.52193 -0.00076 0.89697
H 2.61059 -1.59065 1.06075
F -6.04058 -2.71278 2.29283
C -4.68097 -3.01815 2.25587
C -4.35158 -4.39411 2.26817
C -2.98013 -4.69245 2.16002
C -2.03138 -3.70342 1.89499
C -2.36803 -2.31998 1.75029
C -1.40487 -1.40556 1.16332
C -1.89138 -0.15188 0.59671
C -1.00161 0.93389 0.40092
C -1.43224 2.16713 -0.08259
C -2.76106 2.38262 -0.45966
C -3.62123 1.27172 -0.41774
C -3.19587 0.02649 0.04738
C -3.72345 -1.97652 2.14996
H -5.11482 -5.18617 2.33427
H -2.63315 -5.71560 2.28558
H -0.98622 -3.99904 1.77889
H -0.53605 -1.87993 0.61419
H 0.05685 0.79929 0.65179
H -0.73641 2.99908 -0.17166
H -3.10380 3.35573 -0.83811
H -4.65250 1.36408 -0.76383
H -3.88059 -0.83806 0.00019
H -4.09149 -0.93265 2.28056
```

The frontier orbital gap comes out at 6.25 eV. The HOMO energy is -0.43613 Eh. Its LUMO energy is -5.6128 eV. The total charge is +1.



# 5
This record from OMol25 describes C20H16N5OReS4 as an isolated structure. The level of theory is the ωB97M-V functional and the def2-TZVPD basis.

The geometry in XYZ format:
```
47
C20H16N5OReS4 | OMol25 | the ωB97M-V functional and the def2-TZVPD basis
Re -0.71264 0.21868 1.18005
C 2.76118 -1.27782 5.49438
S 1.13274 -1.90289 5.03896
C 0.69344 -0.89325 3.71754
S -0.83114 -1.33977 2.97887
N 1.51601 0.04287 3.32025
N 1.03889 0.71920 2.22398
C 1.78229 1.62464 1.70054
C 1.22339 2.37790 0.57355
C 1.84159 3.47625 0.02167
C 1.16759 4.20667 -0.95106
C -0.10477 3.82080 -1.33445
C -0.66102 2.69222 -0.75876
N -0.00228 1.97647 0.15841
H 3.20113 -2.04986 6.12151
H 3.36278 -1.12709 4.60324
H 2.66899 -0.34953 6.05234
H 2.75789 1.84112 2.12282
H 2.82659 3.76513 0.36424
H 1.63043 5.08123 -1.39015
H -0.66907 4.38210 -2.06701
H -1.64709 2.33577 -1.02842
S -2.67166 1.33685 1.87048
C -3.54414 0.37008 0.71028
S -2.47143 -0.70664 -0.14268
C -4.87404 0.45271 0.50382
C -5.66412 1.39896 1.24193
N -6.28843 2.17374 1.81855
C -5.50458 -0.39026 -0.47532
N -6.00329 -1.07692 -1.25129
C 1.09293 -3.40839 -0.25882
C 0.77903 -2.02547 -0.72790
O 0.60418 -1.15079 0.13857
C 0.68133 -1.72248 -2.15878
C 1.05211 -2.67688 -3.10856
C 0.94509 -2.39058 -4.45813
C 0.45753 -1.15646 -4.86695
C 0.08379 -0.19972 -3.92871
C 0.20026 -0.48059 -2.58190
H 1.02648 -3.44959 0.82401
H 2.09684 -3.69829 -0.57446
H 0.39039 -4.11639 -0.70239
H 1.43135 -3.64232 -2.79926
H 1.23570 -3.13124 -5.19125
H 0.36558 -0.93940 -5.92332
H -0.30203 0.75772 -4.25420
H -0.09580 0.25151 -1.84621
```

Its multiplicity is 4. The frontier orbital gap (spin up / spin down) comes out at 6.35 / 6.09 eV. The HOMO energy (spin up / spin down) is -0.40466 / -0.42213 Eh. Its LUMO energy (spin up / spin down) is -4.6570 / -5.4003 eV. The total charge is +1.